Entry 1:
Here is a structure of composition C22H31ClN5O2S6SbSe4W from OMol25. Energies are from ωB97M-V/def2-TZVPD.

Geometry as XYZ:
```
73
Properties=species:S:1:pos:R:3
W -1.73 2.31 1.22
Se -3.65 4.74 4.78
Se -2.49 3.67 3.26
Se -1.96 0.41 2.53
Se 0.22 3.47 2.05
S -6.40 2.03 -3.13
Sb -4.21 2.22 -3.52
S -2.91 1.20 -0.78
S -1.95 -0.35 -1.69
S -3.78 4.48 -3.86
C -5.50 5.29 -0.53
O -6.32 4.19 -0.11
C -5.81 3.13 0.49
S -6.75 1.85 0.88
S -4.12 3.28 0.99
H -6.20 5.97 -1.00
H -4.76 4.96 -1.25
H -5.02 5.76 0.33
C -0.70 3.00 -2.66
C -1.14 4.08 -1.73
N -1.52 4.02 -0.46
C -1.81 5.31 -0.08
C -1.61 6.15 -1.12
N -1.16 5.36 -2.15
H -0.89 2.01 -2.26
H 0.36 3.10 -2.88
H -1.27 3.11 -3.59
H -2.13 5.55 0.92
H -1.76 7.21 -1.23
H -1.13 5.61 -3.12
C 2.53 -0.29 1.93
C 3.03 -1.67 1.48
C 2.14 -2.73 2.13
C 4.46 -1.82 2.01
C 3.05 -1.83 -0.08
O 3.97 -0.89 -0.64
C 3.61 -3.22 -0.51
C 2.74 -4.22 -1.30
C 1.81 -5.06 -0.45
C 0.43 -4.96 -0.54
C -0.41 -5.76 0.22
C 0.15 -6.68 1.08
Cl -0.88 -7.72 2.03
C 1.53 -6.82 1.19
C 2.35 -6.01 0.42
C 1.70 -1.61 -0.77
N 1.11 -0.32 -0.59
C -0.05 -0.05 0.01
N -0.14 1.28 0.17
C 0.97 1.76 -0.46
N 1.75 0.83 -0.93
H 2.82 -0.14 2.98
H 1.45 -0.19 1.90
H 2.97 0.52 1.36
H 2.12 -2.57 3.21
H 2.48 -3.75 1.95
H 1.10 -2.66 1.78
H 4.46 -1.62 3.08
H 5.12 -1.10 1.53
H 4.88 -2.81 1.86
H 3.52 -0.03 -0.72
H 3.98 -3.75 0.37
H 4.49 -2.99 -1.12
H 3.42 -4.90 -1.81
H 2.16 -3.73 -2.08
H -0.01 -4.24 -1.22
H -1.48 -5.66 0.15
H 1.95 -7.55 1.86
H 3.42 -6.12 0.50
H 0.96 -2.34 -0.44
H 1.86 -1.74 -1.85
H -0.64 -0.78 0.53
H 1.20 2.81 -0.51
```

Summary:
Spin multiplicity   3
Total charge   -2
Relative energy (zero: lowest compared OMol25 entry of this formula, charge and spin)   84.2 kcal per mole
Frontier orbital gap (spin up / spin down)   4.87 / 4.14 eV

Mulliken population analysis, charges in e, atoms 1 to 5: -0.687 -0.382 0.133 -0.215 -0.460


Entry 2:
Here is a structure of composition C23H18BrIPPt from OMol25. Energies are from ωB97M-V/def2-TZVPD.

Geometry as XYZ:
```
45
Properties=species:S:1:pos:R:3
Pt -1.27 1.36 -1.92
C -3.34 -2.03 3.22
C -3.49 -2.39 1.88
C -2.74 -1.75 0.91
C -1.84 -0.74 1.27
C -1.71 -0.37 2.61
C -2.45 -1.02 3.58
P -0.84 0.05 0.01
C -0.22 1.55 0.79
C 1.12 1.78 1.07
C 1.51 3.01 1.57
C 0.57 4.01 1.78
C -0.77 3.78 1.51
C -1.17 2.55 1.02
C 0.58 -1.02 -0.33
C 1.09 -1.75 0.72
C 2.32 -2.42 0.60
C 3.06 -2.28 -0.55
C 2.57 -1.52 -1.64
C 3.37 -1.24 -2.77
C 2.90 -0.45 -3.79
C 1.56 -0.06 -3.79
C 0.71 -0.42 -2.76
C 1.27 -0.98 -1.57
H -3.93 -2.53 3.98
H -4.19 -3.17 1.60
H -2.86 -2.03 -0.13
H -1.02 0.42 2.89
H -2.34 -0.75 4.62
H 1.86 1.00 0.89
H 2.55 3.19 1.79
H 0.89 4.98 2.15
H -1.50 4.56 1.67
H -2.22 2.36 0.83
H 0.56 -1.78 1.66
H 2.70 -2.99 1.43
H 4.03 -2.75 -0.64
H 4.38 -1.64 -2.80
H 3.55 -0.19 -4.61
H 1.15 0.49 -4.63
I -3.75 1.93 -2.18
C -0.71 -0.42 -2.98
H -1.06 -0.21 -3.98
H -1.29 -1.17 -2.46
Br 0.41 3.04 -2.49
```

Summary:
Total charge   +1
Relative energy (zero: lowest compared OMol25 entry of this formula, charge and spin)   18.7 kcal per mole
Frontier orbital gap (spin up / spin down)   5.41 / 5.40 eV

Mulliken population analysis, charges in e, atoms 1 to 5: 1.498 -0.474 -0.713 -0.402 0.203


Entry 3:
Here is a structure of composition C33H66ClN3O6RbSb2Se4Si3 from OMol25. Energies are from ωB97M-V/def2-TZVPD.

Geometry as XYZ:
```
119
Properties=species:S:1:pos:R:3
Rb 19.82 14.50 9.97
C 19.14 17.51 13.91
C 20.47 17.18 13.26
C 21.63 17.48 14.20
O 20.51 15.85 12.78
C 20.70 18.12 12.01
O 21.67 18.87 11.95
O 19.77 18.08 11.12
H 19.19 17.15 14.98
H 18.29 16.95 13.44
H 18.98 18.60 13.90
H 21.68 16.62 14.89
H 21.40 18.41 14.71
H 22.62 17.57 13.66
H 21.21 15.32 13.19
C 23.64 14.32 9.95
O 22.50 14.63 9.16
C 22.75 14.74 7.75
C 21.62 14.05 6.92
O 20.42 14.83 7.09
C 19.36 14.14 6.41
H 24.52 14.39 9.26
H 23.52 13.27 10.24
H 23.65 15.01 10.84
H 23.73 14.39 7.43
H 22.78 15.83 7.53
H 21.47 12.99 7.21
H 21.89 14.10 5.85
H 19.65 14.05 5.37
H 18.44 14.75 6.55
H 19.17 13.21 6.92
Se 21.36 10.95 11.20
Sb 19.64 10.48 9.47
Se 20.50 10.64 7.17
Se 18.80 8.17 9.92
Se 17.61 11.73 9.79
C 20.74 22.12 12.77
Si 20.89 21.99 10.90
C 20.06 23.46 10.03
C 22.64 21.69 10.42
Sb 19.35 19.99 10.12
Si 16.80 20.68 10.27
C 16.46 22.44 9.64
C 16.36 20.38 12.07
C 15.81 19.40 9.19
Si 20.16 19.47 7.83
C 21.96 18.93 7.90
C 19.14 18.04 7.10
C 19.78 21.16 6.92
H 21.72 22.27 13.26
H 20.30 21.24 13.27
H 20.10 22.99 12.98
H 19.01 23.39 10.28
H 20.19 23.49 8.92
H 20.44 24.41 10.45
H 23.34 22.39 10.92
H 22.83 21.82 9.36
H 22.79 20.63 10.70
H 16.92 23.21 10.27
H 15.37 22.59 9.63
H 16.85 22.59 8.63
H 16.86 21.09 12.69
H 16.71 19.37 12.32
H 15.28 20.47 12.34
H 16.13 19.35 8.17
H 14.73 19.67 9.19
H 15.96 18.38 9.62
H 22.25 18.45 8.85
H 22.57 19.82 7.66
H 22.01 18.20 7.09
H 19.61 17.10 7.43
H 19.17 18.07 5.98
H 18.09 18.05 7.43
H 20.28 21.11 5.94
H 20.04 22.05 7.49
H 18.73 21.15 6.74
C 10.58 17.07 11.83
C 11.95 16.70 11.23
C 11.98 17.32 9.83
C 13.04 17.33 12.13
C 12.09 15.09 11.16
O 12.34 14.79 12.52
C 10.81 14.34 10.57
C 10.87 13.69 9.14
C 10.36 14.60 8.00
C 8.99 15.01 7.96
C 8.54 15.96 7.09
C 9.44 16.49 6.10
Cl 8.86 17.69 4.99
C 10.76 16.04 6.07
C 11.20 15.06 7.00
C 13.32 14.52 10.37
N 14.67 14.93 10.79
C 15.72 15.38 10.06
N 16.79 15.52 10.80
C 16.39 15.04 12.00
N 15.12 14.61 12.08
H 10.67 18.08 12.29
H 10.45 16.41 12.67
H 9.74 17.14 11.10
H 11.76 18.43 9.82
H 11.36 16.72 9.17
H 13.03 17.27 9.40
H 12.90 18.44 12.02
H 14.05 17.07 11.80
H 12.82 17.07 13.18
H 12.07 13.85 12.73
H 9.95 15.01 10.52
H 10.53 13.61 11.36
H 10.34 12.73 9.15
H 11.87 13.35 8.89
H 8.24 14.61 8.60
H 7.49 16.31 7.14
H 11.44 16.42 5.32
H 12.23 14.70 6.96
H 13.33 14.67 9.30
H 13.25 13.42 10.46
H 15.72 15.55 8.95
H 17.07 15.01 12.83
```

Summary:
Total charge   -1
Relative energy (zero: lowest compared OMol25 entry of this formula, charge and spin)   74.3 kcal per mole
Frontier orbital gap (spin up / spin down)   4.98 / 5.18 eV

Mulliken population analysis, charges in e, atoms 1 to 5: 0.143 -1.053 1.429 -1.751 -0.358


Entry 4:
Here is a structure of composition C24H19N3O5PPd from OMol25. Energies are from ωB97M-V/def2-TZVPD.

Geometry as XYZ:
```
53
Properties=species:S:1:pos:R:3
Pd -0.32 0.51 0.22
O -1.37 3.03 -0.22
N -0.49 2.64 0.82
C 0.62 3.37 0.81
C 1.69 3.16 1.76
C 2.40 4.30 2.20
C 3.36 4.22 3.18
C 3.64 3.00 3.79
C 2.99 1.87 3.35
C 2.06 1.91 2.31
P 1.39 0.35 1.64
C 2.86 -0.72 1.37
C 4.20 -0.31 1.44
C 5.22 -1.18 1.09
C 4.94 -2.47 0.66
C 3.61 -2.88 0.56
C 2.59 -2.00 0.89
C 0.63 -0.37 3.16
C 0.97 -1.61 3.70
C 0.28 -2.12 4.80
C -0.75 -1.39 5.37
C -1.08 -0.15 4.85
C -0.40 0.36 3.76
H -0.82 3.39 -0.93
H 0.73 4.17 0.08
H 2.14 5.26 1.77
H 3.87 5.13 3.51
H 4.36 2.95 4.61
H 3.21 0.91 3.82
H 4.44 0.70 1.75
H 6.25 -0.85 1.15
H 5.74 -3.14 0.39
H 3.37 -3.87 0.19
H 1.55 -2.30 0.75
H 1.77 -2.19 3.27
H 0.55 -3.09 5.20
H -1.30 -1.80 6.22
H -1.89 0.43 5.29
H -0.67 1.32 3.34
O -4.75 -3.61 0.34
C -5.00 -2.66 1.20
O -5.89 -2.73 2.03
C -4.15 -1.44 1.14
C -4.38 -0.34 1.94
N -3.44 0.57 1.63
N -2.59 0.13 0.70
C -2.99 -1.09 0.38
C -2.20 -1.83 -0.67
O -2.69 -2.93 -1.05
O -1.16 -1.30 -1.09
H -3.96 -3.36 -0.28
H -5.14 -0.18 2.68
H -3.30 1.49 2.01
```

Summary:
Total charge   -1
Frontier orbital gap (spin up / spin down)   6.55 / 5.59 eV

Mulliken population analysis, charges in e, atoms 1 to 5: -0.544 -0.373 -0.136 -1.113 0.195


| no. | F_max (eV/Å) | DFT total energy (eV) |
| --- | --- | --- |
| 1 | 3.1 | -382147.3347 |
| 2 | 1.6 | -114816.0735 |
| 3 | 2.4 | -363321.4268 |
| 4 | 0.6 | -52673.8119 |